Entry 1:
DFT (ωB97M-V/def2-TZVPD) results for a 8-piece molecular cluster, C11H30Cl2F9N4O7S overall.

## Properties
* HOMO level: -16.959 eV
* E_LUMO: -10.53 eV
* energy above the lowest of the compared OMol25 structures with the same formula, charge and spin: 112.16 kJ/mol
* net charge: +3

Cartesian coordinates (Å):
Cl (3.3720, -3.0568, -2.3342)
Cl (1.1524, -5.4945, -2.7391)
S (-0.7474, -0.3365, 0.5821)
F (-4.3640, 1.1097, 0.6051)
F (-0.9766, -1.3281, -1.9103)
F (-5.5981, 2.4369, -0.5262)
F (-5.8276, 2.4186, 1.5969)
F (5.3111, 0.1928, -4.3228)
F (-2.8155, -0.6762, -1.0121)
F (5.9632, -1.0970, -2.6041)
F (-1.4369, 0.7766, -1.7330)
F (6.1341, 0.9897, -2.5133)
O (-1.2361, -1.5468, 1.3063)
O (-3.6035, 4.1381, -0.2380)
O (-3.3387, 3.6092, 1.8892)
O (0.7096, -0.3616, 0.3820)
O (-1.1633, 0.9148, 1.2433)
O (2.9882, -0.1936, -3.3219)
O (3.7537, 0.1721, -1.2487)
N (3.0287, -0.7732, 1.4447)
N (-2.5137, -3.8432, 2.6425)
N (-0.6718, 2.5674, 3.4117)
N (-0.1789, -1.6815, 3.8016)
C (1.0134, -4.1792, -1.5564)
C (-3.8922, 3.4446, 0.8237)
C (1.5964, -0.0195, -3.0452)
C (-1.5485, -0.3956, -1.1469)
C (0.6975, -0.1716, -4.2964)
C (-2.5952, 5.1583, -0.3503)
C (3.9180, 0.0295, -2.4408)
C (5.3581, 0.0253, -3.0113)
C (2.3793, -3.7475, -1.0453)
C (-4.9385, 2.3194, 0.6311)
C (-1.1753, 4.6330, -0.2466)
H (2.8651, -4.6090, -0.5854)
H (2.9212, -0.0680, 2.1715)
H (0.1718, 2.0638, 3.6775)
H (-1.9328, -3.2671, 2.0043)
H (0.4423, -3.3702, -2.0043)
H (1.3745, -0.7663, -2.2801)
H (-0.6502, -2.4368, 4.2890)
H (-2.9369, -4.6070, 2.1061)
H (-2.7236, 5.9766, 0.3563)
H (-0.9154, 4.2417, 0.7408)
H (2.1031, -0.6136, 0.9126)
H (-0.4090, 3.5513, 3.5011)
H (-2.7507, 5.5417, -1.3551)
H (-0.9060, 3.9001, -1.0061)
H (0.5014, -1.2293, -4.4734)
H (-0.8749, 2.2407, 2.4441)
H (-1.4522, 2.2900, 4.0068)
H (2.8539, -1.6836, 1.8549)
H (0.6566, -2.1889, 3.4754)
H (-0.4854, 5.4744, -0.3381)
H (1.0399, 0.3590, -5.1791)
H (-3.2107, -3.2416, 3.0881)
H (-0.2993, 0.1830, -4.0259)
H (-0.5545, -1.3186, 2.8738)
H (0.2831, -0.9523, 4.3458)
H (3.8766, -0.6145, 0.8882)
H (2.2825, -3.0438, -0.2117)
H (0.4215, -4.6146, -0.7483)
H (-1.9083, -4.2081, 3.3767)
H (1.4625, 0.9778, -2.6226)

Force components x, y, z for each atom (eV/Å):
Cl 0.0 -0.2 0.3
Cl 0.0 0.1 -0.1
S 0.5 1.5 0.3
F 0.3 -0.1 0.6
F 0.1 0.2 0.8
F 0.3 0.1 0.1
F 0.1 -0.5 0.6
F 0.3 -0.7 0.0
F -0.4 -0.3 0.5
F -0.4 -0.5 -0.8
F 0.5 0.1 0.4
F -0.7 0.5 0.2
O 0.3 0.3 0.2
O -1.2 -0.7 -1.0
O -0.1 -0.6 0.4
O -1.4 -0.4 -0.1
O 0.1 -1.6 -0.6
O 0.8 0.5 -1.5
O -0.3 0.1 0.4
N -2.0 0.7 0.2
N 0.6 0.5 -0.1
N 0.7 -0.5 -0.3
N 2.6 -0.3 -1.2
C -0.1 -0.3 0.1
C 1.8 0.8 0.6
C -0.6 0.1 0.2
C -0.1 -0.1 -0.7
C 0.1 -0.7 1.2
C 0.8 0.1 0.0
C -0.2 0.0 0.8
C 0.5 0.5 0.0
C -0.3 -0.5 0.3
C -0.9 1.0 -1.5
C 0.5 0.1 0.4
H 0.3 -0.1 -0.5
H 0.8 0.1 0.1
H 0.0 -0.1 0.3
H -0.4 0.1 -0.2
H 0.2 0.1 -0.1
H -0.3 0.1 0.0
H -0.7 0.8 0.7
H -0.2 -0.1 0.2
H -0.5 -0.2 0.2
H -0.4 -0.2 0.0
H 1.2 0.0 -0.5
H -0.7 0.2 -0.2
H -0.1 0.1 0.1
H -0.2 0.0 0.0
H 0.5 0.0 -0.5
H -0.3 0.5 -0.1
H -0.2 0.5 0.1
H 1.2 -0.3 -0.1
H 0.0 -0.1 -0.1
H -0.2 0.1 -0.3
H 0.2 -0.1 0.1
H -0.4 -0.2 -0.3
H 0.2 0.4 0.0
H -1.0 -0.5 0.1
H -0.9 0.0 0.8
H 0.0 -0.3 -0.3
H -0.2 0.4 -0.3
H 0.1 0.2 0.2
H -0.2 -0.6 -0.1
H 0.1 0.0 0.1


Entry 2:
DFT (ωB97M-V/def2-TZVPD) results for one molecule with the formula C3H3NO3.

## Properties
* HOMO level: -10.187 eV
* E_LUMO: 0.62 eV
* energy above the lowest of the compared OMol25 structures with the same formula, charge and spin: 390.17 kJ/mol

Cartesian coordinates (Å):
O (-0.5421, -1.6291, 1.3194)
O (0.6592, -1.1037, -0.3547)
O (-0.6873, 1.5098, -0.4232)
N (0.4291, 1.2512, -1.2198)
C (1.0164, 0.0864, -1.0142)
C (-0.1417, -0.7917, 0.6605)
C (-0.6362, 0.6415, 0.8211)
H (-0.2133, 1.0124, 1.8138)
H (-1.7380, 0.4925, 1.1190)
H (2.0787, -0.0964, -1.5306)

Force components x, y, z for each atom (eV/Å):
O -1.9 -4.1 4.0
O 0.9 2.8 -1.2
O 0.7 -1.9 2.2
N 1.6 -3.0 1.5
C 2.5 1.1 -3.0
C -0.3 3.2 -2.3
C -2.5 0.5 0.5
H 0.2 0.5 -1.8
H 1.6 0.3 -0.7
H -2.8 0.7 0.9


Entry 3:
DFT (ωB97M-V/def2-TZVPD) results for a 2-piece molecular cluster, C5H14 overall.

## Properties
* HOMO level: -11.263 eV
* E_LUMO: 1.14 eV
* energy above the lowest of the compared OMol25 structures with the same formula, charge and spin: 38.55 kJ/mol

Cartesian coordinates (Å):
C (-2.1612, 0.1360, -2.0122)
C (0.2210, -0.5262, 2.5966)
C (-0.7289, 0.2028, -2.5386)
C (1.9223, -0.1940, 0.6850)
C (0.9589, 0.4781, 1.6923)
H (0.2489, 1.0997, 1.1596)
H (2.0496, -1.2496, 0.8812)
H (1.6134, 0.0698, -0.3262)
H (0.3742, -1.5497, 2.2353)
H (0.0024, 0.4660, -1.7762)
H (-0.8677, -0.4416, 2.5100)
H (0.5059, -0.4434, 3.6423)
H (-2.2988, -0.7116, -1.3407)
H (-2.3592, 1.0062, -1.3926)
H (1.5428, 1.1386, 2.3383)
H (-2.8822, 0.0944, -2.8256)
H (-0.4238, -0.7494, -2.9694)
H (2.9404, 0.2064, 0.7427)
H (-0.6579, 0.9675, -3.3018)

Force components x, y, z for each atom (eV/Å):
C 0.5 0.1 0.5
C -0.6 -0.4 -0.7
C -0.1 -0.1 0.0
C 0.4 1.1 0.1
C 0.6 -0.4 0.4
H -0.1 0.1 -0.1
H -0.3 -0.3 -0.4
H -0.1 -0.7 -0.1
H 0.4 0.1 0.3
H -0.1 -0.1 0.2
H 0.1 0.4 0.3
H 0.0 -0.1 0.0
H -0.1 -0.2 -0.2
H -0.2 0.3 -0.1
H -0.1 0.1 -0.1
H -0.1 -0.1 0.1
H 0.0 0.0 -0.1
H -0.1 0.2 0.2
H 0.1 0.1 -0.3


Entry 4:
DFT (ωB97M-V/def2-TZVPD) results for H26O17SSr as an isolated structure.

## Properties
* HOMO level: -8.954 eV
* E_LUMO: -2.31 eV
* energy above the lowest of the compared OMol25 structures with the same formula, charge and spin: 0.00 kJ/mol

Cartesian coordinates (Å):
Sr (21.5080, 2.1260, -10.8060)
S (22.2610, 2.8120, -7.2630)
O (24.1560, 2.1860, -10.1750)
O (23.5670, 2.4720, -7.6960)
O (22.5690, 4.7380, -10.2610)
O (22.5050, 3.0500, -3.7630)
O (20.3620, 5.1210, -5.5670)
O (24.9630, 1.1920, -5.7990)
O (21.5740, 6.2780, -8.3500)
O (20.0240, 1.2960, -4.5520)
O (25.6230, 3.6300, -7.9190)
O (22.2100, -0.0310, -9.5850)
O (21.9020, 2.0900, -6.0650)
O (21.3800, 2.4710, -8.3510)
O (18.9000, 2.0840, -8.2080)
O (23.9330, 5.8950, -6.1720)
O (19.2420, 0.9520, -10.5550)
O (22.1830, 4.2350, -6.9580)
O (22.6650, -0.0650, -5.0330)
H (24.4790, 1.2570, -10.1660)
H (24.6600, 5.8940, -6.7890)
H (21.9420, 5.5180, -7.9260)
H (22.2690, -0.3290, -8.6730)
H (18.9940, 1.4440, -9.7860)
H (26.1420, 3.7270, -7.0850)
H (22.3540, 6.8760, -8.1990)
H (24.5210, 1.8090, -6.4410)
H (23.5460, 4.7430, -10.2180)
H (22.3260, 2.8600, -4.7230)
H (20.7710, 1.5230, -5.1500)
H (19.8370, 2.2360, -8.1270)
H (24.7430, 3.1950, -7.7410)
H (25.1740, 0.4350, -6.3780)
H (18.4790, 2.9520, -8.1880)
H (23.3560, 3.4770, -3.7640)
H (22.2290, 5.4430, -9.6880)
H (23.9270, 2.3330, -9.2570)
H (23.2170, 5.2880, -6.4840)
H (20.3280, 6.0910, -5.5800)
H (21.6030, -0.6100, -10.0520)
H (19.3180, 1.8950, -4.7030)
H (23.6060, 0.1010, -5.1280)
H (22.3480, 0.7350, -5.4170)
H (19.2660, 0.0720, -10.1420)
H (21.1220, 4.7840, -6.1210)

Force components x, y, z for each atom (eV/Å):
Sr 1.0 1.1 1.3
S -2.1 1.1 3.2
O -0.3 -1.5 -2.0
O 2.3 -1.8 -1.1
O 0.8 -1.4 -1.1
O -0.3 -0.1 -0.8
O -0.3 0.2 -0.1
O 0.2 0.1 -1.2
O 1.3 2.4 -1.0
O 0.9 -1.3 0.1
O 1.1 0.6 0.6
O -0.1 0.3 -0.9
O 0.1 0.4 -1.6
O -1.7 -0.5 -2.9
O -1.9 -0.2 -0.8
O -0.6 0.4 0.4
O 1.2 -1.7 -1.5
O 0.5 -0.5 -1.2
O 0.4 -1.9 0.2
H 0.0 0.9 -0.1
H 0.2 -0.4 -0.4
H -0.2 -1.5 1.0
H -0.1 0.0 0.4
H -1.1 1.6 2.1
H -0.9 -0.3 -1.0
H -1.3 -0.1 -0.1
H 0.6 -0.9 1.1
H -0.7 0.1 0.1
H 0.2 0.4 1.9
H -1.7 0.0 1.0
H 1.1 0.4 0.6
H 1.8 1.1 0.3
H 0.1 0.5 0.4
H 0.0 -0.1 0.3
H 0.5 0.3 0.1
H -0.4 0.6 0.5
H 0.0 0.3 1.2
H 1.5 0.5 0.4
H 0.3 -0.6 -0.2
H 0.1 -0.7 0.4
H -0.7 1.0 -0.3
H 0.3 -0.1 0.4
H -0.4 0.4 -0.1
H -0.2 0.0 -0.5
H -1.4 1.0 1.2


Entry 5:
DFT (ωB97M-V/def2-TZVPD) results for a 9-piece molecular cluster, C33H47N5O7 overall.

## Properties
* HOMO level: -7.731 eV
* E_LUMO: 0.29 eV

Cartesian coordinates (Å):
O (-26.9431, 3.6976, -15.4490)
O (-31.2671, 3.3176, -15.4419)
O (-36.5318, 2.5740, -14.0964)
O (-33.0544, -2.3633, -9.4283)
O (-28.2901, 2.1617, -14.2943)
O (-35.3752, 1.9186, -12.2754)
O (-30.3361, 5.3994, -14.9457)
N (-27.6541, -0.9650, -17.4566)
N (-28.5126, 1.2777, -7.7876)
N (-33.5237, -0.7210, -13.2892)
N (-32.1254, 4.1671, -8.7756)
N (-30.3037, 1.1724, -12.7830)
C (-29.5569, -0.6717, -7.4384)
C (-33.2173, 2.5856, -7.6745)
C (-32.7014, 5.0752, -15.1146)
C (-28.2990, 0.9093, -6.5091)
C (-26.7435, 5.4477, -13.8550)
C (-27.6825, 3.3124, -14.2617)
C (-28.9940, -0.3253, -6.1628)
C (-29.5974, -1.6365, -16.7934)
C (-31.2945, 4.6535, -15.1476)
C (-34.0107, -0.5978, -14.5284)
C (-33.8264, -1.4110, -8.5821)
C (-31.9214, 1.5773, -11.3415)
C (-33.4861, -2.1025, -12.9572)
C (-36.3895, 0.0256, -11.6227)
C (-33.4097, 4.2884, -9.0481)
C (-36.4338, 1.7832, -13.1641)
C (-35.4641, 0.9960, -11.1992)
C (-34.1201, 3.3861, -8.4134)
C (-29.5163, -0.2726, -16.5527)
C (-31.4824, 0.2275, -11.1258)
C (-28.2943, 0.0564, -16.9551)
C (-28.4788, -2.0730, -17.3745)
C (-31.9822, 3.0989, -7.9494)
C (-37.2659, 0.5116, -12.7852)
C (-29.1518, 0.2120, -8.3875)
C (-31.1548, 2.1999, -12.3415)
C (-32.4862, 2.7894, -16.0733)
C (-27.7353, 4.4862, -13.2449)
C (-33.4704, 4.0101, -15.8966)
C (-26.4660, 5.0060, -15.3599)
C (-34.2983, -1.9054, -15.1148)
C (-30.6482, 0.0412, -12.1781)
C (-33.9368, -2.8060, -14.1176)
H (-28.2059, -3.1064, -17.5297)
H (-28.1801, 2.1283, -8.2189)
H (-33.8958, -3.8838, -14.1718)
H (-33.0877, 4.9689, -14.1009)
H (-27.6865, 0.9488, -16.9289)
H (-33.2203, -0.5378, -8.3407)
H (-33.7680, 5.0236, -9.7534)
H (-33.4110, 1.7077, -7.0761)
H (-29.3695, 0.2940, -9.4421)
H (-34.4743, 0.5544, -11.0833)
H (-31.3665, 4.7406, -9.1151)
H (-33.4597, 0.0546, -12.6455)
H (-32.4173, 2.3336, -17.0610)
H (-30.2585, -0.8449, -12.6571)
H (-36.9100, -0.2839, -10.7164)
H (-31.0294, 2.8626, -7.4990)
H (-30.4493, -2.2472, -16.5334)
H (-33.0657, -2.3368, -11.9904)
H (-37.5539, -0.1530, -13.5998)
H (-27.5447, 4.2458, -12.1990)
H (-31.9762, -0.4882, -10.4852)
H (-35.7652, -0.7806, -12.0080)
H (-25.3949, 5.1705, -15.4768)
H (-28.9702, -0.8859, -5.2400)
H (-34.6450, -2.0421, -16.1285)
H (-27.7882, 1.5163, -5.7763)
H (-38.1596, 1.0217, -12.4258)
H (-26.6915, -0.8452, -17.7377)
H (-34.7317, -1.0528, -9.0722)
H (-34.4652, 3.7847, -15.5124)
H (-34.2867, -1.8699, -7.7071)
H (-25.7712, 5.2990, -13.3853)
H (-30.2592, 0.3674, -16.1000)
H (-33.6987, -2.9365, -9.8501)
H (-29.5958, 1.2990, -13.4921)
H (-30.0794, -1.5981, -7.6262)
H (-32.7135, 2.0637, -10.7916)
H (-33.6107, 4.4130, -16.8996)
H (-32.7950, 1.8921, -15.5369)
H (-32.8860, 6.1000, -15.4369)
H (-35.1900, 3.2922, -8.5262)
H (-34.2371, 0.4125, -14.8357)
H (-27.1379, 6.4626, -13.8038)
H (-35.7896, 1.4478, -10.2622)
H (-26.9693, 5.6504, -16.0808)
H (-28.7344, 4.9218, -13.2385)
H (-31.2707, 3.1868, -12.7645)

Force components x, y, z for each atom (eV/Å):
O -1.3 -1.7 2.4
O 1.3 0.0 -0.9
O -0.2 -1.8 2.0
O -0.9 1.5 1.3
O 3.8 6.2 0.2
O -0.8 1.0 -0.8
O -1.2 -2.3 -0.2
N 1.4 -2.4 -1.0
N 0.3 -1.4 0.3
N -0.7 -2.7 0.1
N 2.2 -0.2 0.4
N -1.6 2.4 -0.6
C 0.5 -1.3 0.8
C 0.2 -0.4 0.0
C -1.8 -0.5 0.4
C -1.1 -1.6 3.4
C 0.5 0.1 -0.9
C -2.4 -4.4 -2.2
C 1.5 3.2 -2.9
C -2.6 -1.2 0.5
C 0.9 0.7 -0.3
C -1.1 -1.3 -1.6
C -0.2 -0.8 -0.9
C 0.4 1.2 0.3
C -0.3 1.4 -1.7
C -2.3 -4.4 -1.0
C -1.0 3.2 -2.7
C 1.2 0.6 -1.9
C 2.0 2.5 0.5
C -2.2 -2.1 1.1
C -1.6 0.8 1.0
C -1.6 1.2 -0.9
C 1.7 3.9 0.2
C 1.5 -0.9 -0.2
C 1.0 -0.4 1.1
C 0.7 2.7 1.0
C -1.0 1.3 -1.1
C -0.4 -2.2 1.3
C -1.0 0.9 2.1
C 0.0 -0.7 -1.1
C 0.3 -0.2 -1.9
C -0.7 1.8 1.9
C 0.9 3.5 1.3
C 2.0 -2.2 -0.2
C 1.0 0.1 2.3
H 0.3 0.3 -0.4
H 0.0 -0.5 0.0
H -0.2 0.0 -0.1
H 0.4 0.3 0.4
H -0.7 0.5 0.2
H 0.2 -0.4 0.0
H 0.1 0.1 0.1
H 0.0 0.2 0.1
H -0.2 -0.3 0.1
H 0.0 0.3 0.5
H -0.3 -0.2 0.0
H 0.6 -0.1 -0.1
H 0.9 1.1 -0.5
H 0.3 -0.3 0.6
H -0.5 -0.6 -0.4
H 0.0 -0.2 -0.2
H 0.0 -0.1 -0.1
H -0.1 -0.5 -0.2
H 0.5 0.1 0.1
H 0.3 -0.5 -0.3
H 0.3 -0.1 -0.1
H -0.6 -0.6 0.0
H 0.1 -0.9 -0.5
H -0.1 0.3 -0.1
H 0.0 -0.2 0.2
H 0.1 0.3 -0.3
H -0.5 -0.4 0.2
H -0.3 -0.7 -0.1
H 0.2 0.2 -0.7
H 0.3 -0.2 0.2
H 0.8 -0.3 0.4
H -0.1 0.6 0.4
H 0.1 0.0 0.0
H -0.1 -0.1 0.0
H 0.0 -0.1 -0.1
H -0.1 0.1 -0.2
H 0.1 0.2 0.2
H -0.3 0.0 -0.1
H 0.1 0.3 0.8
H 0.2 -0.2 0.0
H 0.1 -0.1 0.2
H 0.0 -0.2 -0.5
H 0.5 0.1 0.1
H 0.4 0.7 -0.1
H -0.2 -0.2 0.0
H -0.2 -0.3 -0.4
H 0.5 -0.2 0.0


Entry 6:
DFT (ωB97M-V/def2-TZVPD) results for C2H6I2N3 as an isolated structure.

## Properties
* HOMO level (spin up / spin down): -12.407 / -12.646 eV
* E_LUMO (spin up / spin down): -6.21 / -5.75 eV
* energy above the lowest of the compared OMol25 structures with the same formula, charge and spin: 403.64 kJ/mol
* net charge: +1

Cartesian coordinates (Å):
I (-0.4147, 1.2300, 2.0584)
I (-3.2703, 1.9079, -0.0393)
N (-0.1157, -1.2846, 1.3567)
N (0.0726, -1.7534, 0.2524)
N (1.0053, 0.3126, -0.6331)
C (-1.2603, 1.9291, 0.3935)
C (0.6528, -1.0740, -0.8286)
H (1.8153, 0.3925, -0.0210)
H (-0.6172, 2.4562, -0.2979)
H (1.4908, -1.7474, -1.1071)
H (-0.5286, -1.9329, 2.0358)
H (-0.0732, -1.1764, -1.6492)
H (1.2431, 0.7403, -1.5207)

Force components x, y, z for each atom (eV/Å):
I -0.9 1.3 -0.9
I 0.9 -0.1 0.2
N 0.7 1.0 -0.1
N -1.0 -2.3 0.8
N 0.2 0.0 0.1
C -0.4 0.0 1.2
C 0.6 0.4 -1.0
H 0.0 0.0 -0.2
H 0.1 -0.2 0.0
H -0.2 0.3 0.1
H 0.0 -0.5 -0.4
H 0.2 0.1 0.2
H 0.1 -0.1 0.0